(1)
C3H9O3P2 | the ωB97M-V functional and the def2-TZVPD basis

The geometry in XYZ format:
```
17
Properties=species:S:1:pos:R:3:nbo_charge:R:1
C -0.35 1.47 0.22 -0.616
C 0.77 -1.39 1.00 -0.991
C 0.69 0.71 -0.71 -0.770
O -5.06 0.28 0.37 -1.127
O -0.96 -1.54 -0.97 -1.096
O -3.05 -1.04 0.13 -1.140
P 0.52 -1.15 -0.89 1.141
P -3.90 0.04 -0.48 1.433
H -0.17 2.55 0.25 0.188
H -0.26 1.24 1.30 0.196
H -1.37 1.28 -0.11 0.215
H 1.68 -0.73 1.27 0.192
H 1.12 -2.44 1.18 0.206
H -0.03 -1.11 1.79 0.228
H 0.52 1.26 -1.61 0.207
H -1.87 -1.35 -0.45 0.528
H 1.76 1.03 -0.50 0.206
```

Properties
- E (a.u.) = -1028.24973
- E_LUMO (eV) = 3.845
- strongest force on any atom (eV Å⁻¹) = 2.93
- Kohn-Sham gap (Eh) = 0.3143
- total charge = -1

=====

(2)
C3H9O3PS | the ωB97M-V functional and the def2-TZVPD basis

The geometry in XYZ format:
```
17
Properties=species:S:1:pos:R:3:nbo_charge:R:1
C 1.98 -2.10 -0.26 -0.267
C -1.36 1.58 -1.04 -0.930
C -1.84 0.19 1.26 -0.969
O 1.46 1.12 -1.15 -0.947
O 0.82 -1.15 -0.22 -0.735
O 2.33 0.54 1.10 -0.910
P -0.69 1.57 0.72 0.691
S 1.21 0.44 0.13 1.976
H 2.70 -1.38 0.12 0.220
H 2.13 -2.61 -1.26 0.203
H 1.75 -2.89 0.45 0.191
H -2.38 1.47 -0.98 0.221
H -0.78 0.85 -1.63 0.271
H -1.06 2.57 -1.49 0.244
H -1.61 -0.69 0.64 0.252
H -2.92 0.45 1.21 0.246
H -1.75 0.04 2.40 0.243
```

Properties
- E (a.u.) = -1084.88973
- E_LUMO (eV) = 0.013
- strongest force on any atom (eV Å⁻¹) = 4.42
- Kohn-Sham gap (Eh) = 0.3655
- total charge = 0

=====

(3)
C3H9O3Pd | the ωB97M-V functional and the def2-TZVPD basis

The geometry in XYZ format:
```
16
Properties=species:S:1:pos:R:3:lowdin_spin:R:1
Pd 0.48 -0.75 -1.54 1.987
O 0.57 -2.41 -1.14 0.454
H -0.04 -2.65 -0.44 0.034
C -1.85 0.62 -0.75 0.070
O -0.55 0.16 -0.42 0.258
C -0.03 0.75 0.77 0.029
C 1.45 0.48 0.90 0.031
H -2.15 0.13 -1.69 0.028
H -2.55 0.33 0.05 0.006
H -1.85 1.71 -0.88 0.007
H -0.56 0.29 1.62 0.004
H -0.23 1.83 0.75 0.005
H 1.74 0.82 1.91 0.002
H 2.03 1.12 0.21 0.018
O 1.70 -0.89 0.74 0.053
H 1.84 -1.55 -0.07 0.015
```

Properties
- E (a.u.) = -472.96785
- E_LUMO (alpha / beta) (eV) = 0.605 / -1.358
- ⟨S²⟩ = 3.75
- 2S+1 = 4
- strongest force on any atom (eV Å⁻¹) = 11.69
- Kohn-Sham gap (alpha / beta) (Eh) = 0.1994 / 0.2947
- total charge = 0

=====

(4)
C3H9O3S | the ωB97M-V functional and the def2-TZVPD basis

The geometry in XYZ format:
```
16
Properties=species:S:1:pos:R:3:nbo_charge:R:1
O 0.45 -3.98 -1.20 -0.559
C -0.05 -3.00 -0.71 0.453
C 0.56 -1.57 -0.60 -0.521
C -0.59 -0.66 -1.07 -0.628
S -1.03 0.92 2.83 -0.499
H -0.98 -3.22 -0.11 0.106
H 0.66 -1.32 0.46 0.260
H 1.53 -1.52 -1.11 0.212
H -0.11 0.20 -1.51 0.213
H -1.09 -1.10 -1.94 0.185
H 0.97 1.65 3.03 0.443
H -1.30 -0.18 -0.38 0.257
O 0.19 1.83 3.54 -0.920
H 0.90 3.77 0.07 0.488
H -0.50 3.94 -0.72 0.485
O 0.40 4.24 -0.59 -0.975
```

Properties
- E (a.u.) = -743.58236
- E_LUMO (eV) = 3.457
- strongest force on any atom (eV Å⁻¹) = 2.66
- Kohn-Sham gap (Eh) = 0.2057
- total charge = -1

=====

(5)
C3H9OPS | the ωB97M-V functional and the def2-TZVPD basis

The geometry in XYZ format:
```
15
Properties=species:S:1:pos:R:3:nbo_charge:R:1
C -1.28 1.66 -0.76 -0.624
C 0.49 -0.61 1.81 -0.954
C -0.83 0.24 -0.75 -0.720
O 1.44 -2.82 -0.78 -0.983
P 0.82 -0.24 0.02 1.274
S 2.34 0.82 -0.36 -0.389
H -1.23 2.27 0.11 0.224
H -0.87 2.34 -1.58 0.233
H -2.32 1.53 -1.06 0.229
H 1.59 -0.65 2.26 0.286
H -0.05 0.33 1.98 0.235
H -0.20 -1.43 1.85 0.262
H -0.76 -0.23 -1.72 0.267
H -1.52 -0.40 -0.20 0.233
H 2.37 -2.82 -0.82 0.426
```

Properties
- E (a.u.) = -934.37115
- E_LUMO (alpha / beta) (eV) = -1.485 / -1.482
- strongest force on any atom (eV Å⁻¹) = 3.70
- Kohn-Sham gap (alpha / beta) (Eh) = 0.2628 / 0.2606
- total charge = 0

=====

(6)
C3H9OPS | the ωB97M-V functional and the def2-TZVPD basis

The geometry in XYZ format:
```
15
Properties=species:S:1:pos:R:3:nbo_charge:R:1
C 1.37 0.04 0.71 -0.251
C 0.92 -0.84 -1.98 -0.837
C 0.14 0.12 1.28 -0.608
O -2.62 -0.10 1.20 -1.003
P -1.72 0.55 -0.06 1.017
S -2.01 2.54 0.04 -0.590
H 1.89 0.99 0.48 0.206
H 1.95 -0.79 0.63 0.194
H 1.20 0.10 -1.64 0.211
H 1.02 -1.34 -0.97 0.200
H -0.09 -0.95 -2.21 0.219
H 1.52 -1.36 -2.70 0.219
H -0.11 1.20 1.71 0.272
H -0.33 -0.72 1.87 0.255
H -3.13 0.55 1.63 0.496
```

Properties
- E (a.u.) = -934.40743
- E_LUMO (alpha / beta) (eV) = -1.207 / -1.207
- strongest force on any atom (eV Å⁻¹) = 3.93
- Kohn-Sham gap (alpha / beta) (Eh) = 0.2744 / 0.2744
- total charge = 0